1.
95
Properties=species:S:1:pos:R:3:forces:R:3:lowdin_spin:R:1 method="wB97M-V/def2-TZVPD" charge=-1 lumo_energy_ev="1.265 / -2.133" spin_multiplicity=2 orbital_gap_ha="0.2344 / 0.1096" e_tot_ev=-165115.019 de_lowest_kcal_mol=41.6 e_homo_ha="-0.1880 / -0.1880"
F -1.029 3.168 3.514 0.31 0.14 0.47 0.00
C -0.608 -3.546 7.165 0.02 -0.04 0.05 0.00
C 2.001 2.588 -3.508 0.09 0.02 -0.02 0.00
C 5.700 4.207 0.029 0.63 0.33 -0.03 0.00
C 1.330 2.235 -4.663 0.02 -0.02 -0.06 0.00
N -0.292 -1.464 8.318 -0.12 -0.17 -0.14 0.00
H -2.253 0.486 -3.320 0.04 0.15 -0.03 0.00
C 0.127 -2.682 7.965 -0.09 0.19 0.04 0.00
C -2.224 -2.345 2.070 0.15 -0.04 -0.14 0.00
H -0.277 -4.741 4.295 -0.04 0.03 -0.02 0.00
C 1.331 -4.279 -0.859 0.40 -0.29 0.34 0.02
H 0.648 -0.940 -3.776 0.04 0.12 0.02 0.00
H 1.192 2.958 -5.457 -0.01 0.02 -0.02 0.00
C -1.803 5.082 -3.426 -0.01 -0.22 0.09 0.00
H -0.174 3.711 -1.660 -0.12 -0.11 -0.10 0.00
H -1.521 5.578 -1.355 -0.04 0.05 -0.07 0.00
C -2.297 -1.865 7.057 0.02 0.07 0.00 0.00
N 1.666 0.403 -2.598 0.08 0.11 -0.21 0.01
H 0.681 -3.814 2.209 -0.09 0.02 -0.02 0.01
C 4.468 3.289 -0.004 -0.15 -0.12 0.02 0.00
H -0.557 -1.716 -1.188 -0.93 0.25 -0.40 0.01
C -2.128 -3.651 4.064 -0.01 0.08 -0.01 0.00
N 2.273 1.541 -0.093 -0.09 -0.03 0.17 0.00
C -0.857 -4.063 3.681 -0.03 0.02 0.05 0.00
C -0.849 3.126 -2.275 -0.12 -0.04 0.17 0.00
H -1.650 8.014 -1.747 0.00 -0.03 -0.02 0.00
O 5.768 5.021 -0.925 -0.03 -0.48 0.53 0.00
H -2.213 -2.873 -2.279 0.11 -0.10 -0.09 0.00
C 1.072 0.307 4.576 0.00 -0.01 0.05 0.00
F -1.811 1.089 2.514 -0.07 -0.11 0.25 0.00
C 1.026 0.081 -3.723 0.23 -0.07 0.23 0.00
C -2.836 -2.798 3.232 0.07 0.04 0.09 0.00
H -0.226 -4.529 6.919 -0.02 0.06 0.01 0.00
O 6.483 4.005 0.990 -0.56 0.19 -0.53 0.00
H 1.284 -6.361 -1.138 0.02 -0.02 0.01 0.00
C 1.143 -0.371 3.374 0.09 0.05 -0.21 0.00
C 0.826 0.950 -4.780 0.08 0.03 -0.08 0.00
H -3.252 -1.497 6.704 0.05 -0.01 0.02 0.00
H -1.811 -0.081 8.155 0.02 -0.05 -0.01 0.00
C -1.670 5.963 -2.358 0.02 -0.01 0.12 0.00
C -0.465 -4.071 -2.208 0.02 -0.72 0.12 -0.03
H 1.514 2.184 5.526 0.01 0.00 0.01 0.00
N -0.190 -5.353 -2.132 -0.47 0.53 -0.39 0.15
N 1.676 0.137 2.258 -0.14 -0.18 0.15 0.00
N -2.194 10.371 -4.283 0.00 -0.18 0.03 0.00
C -0.331 -3.551 2.508 -0.15 0.19 -0.02 0.00
C 2.807 1.923 1.072 -0.08 -0.16 -0.06 0.00
H -2.746 -1.668 1.400 0.08 -0.09 -0.01 0.00
C -1.486 -1.076 7.865 0.16 -0.08 0.04 0.00
N -1.688 3.690 -3.188 0.00 0.15 -0.25 0.00
Rb -0.877 0.374 0.182 1.12 -0.34 -0.10 0.00
F -2.008 -1.415 -0.999 0.39 -1.01 -0.66 0.02
C 2.153 1.647 -2.488 -0.17 -0.20 0.07 0.00
H -2.069 -4.145 -3.568 0.06 0.02 0.02 0.00
F -1.830 4.417 1.560 -0.02 0.58 -0.21 0.00
C -1.844 -3.124 6.694 0.02 0.03 -0.06 0.00
As -1.829 2.779 2.057 -0.07 0.40 0.20 0.00
H 0.747 -1.378 3.299 0.02 0.06 -0.02 0.00
C -1.932 1.511 -3.185 0.07 0.39 0.10 0.00
C 1.579 1.595 4.620 -0.03 0.06 0.07 0.00
H 4.284 3.332 -2.126 0.02 -0.01 0.06 0.00
S 2.594 -3.941 0.139 -0.24 0.04 -0.22 0.36
C -2.033 5.564 -4.708 -0.02 0.03 -0.11 0.00
H -3.136 2.818 -4.542 0.06 0.01 0.06 0.00
N 0.875 -5.465 -1.330 0.25 -0.05 0.18 -0.02
H 2.519 3.144 3.476 0.02 0.01 -0.01 0.00
H -3.827 -2.457 3.502 0.03 -0.01 -0.01 0.00
H 0.616 -0.154 5.443 0.00 0.00 -0.01 0.00
H 2.383 3.593 -3.373 0.01 -0.06 0.00 0.00
F -0.290 2.568 1.253 0.05 0.58 0.31 0.00
H -2.111 4.873 -5.538 0.00 0.04 0.04 0.00
C -1.993 7.815 -3.856 -0.05 0.27 -0.11 0.00
F -2.635 2.334 0.574 -0.14 0.04 -0.19 0.00
C -2.104 9.240 -4.089 0.03 -0.19 0.03 0.00
N 0.467 -2.078 -1.312 -0.26 0.23 1.00 0.31
S -2.833 -4.160 5.623 0.01 -0.10 0.08 0.00
H -1.112 -2.634 -3.616 0.00 -0.08 -0.03 0.00
C -1.541 -3.405 -2.970 -0.10 -0.05 0.00 -0.01
F -3.353 2.960 2.803 -0.59 0.05 0.32 0.00
C 3.906 2.769 1.155 0.10 0.00 0.05 0.00
H 1.086 -1.800 -0.543 0.30 0.11 -0.34 0.01
H 4.371 3.004 2.105 -0.01 0.00 -0.06 0.00
C 2.183 1.372 2.315 0.03 -0.12 -0.20 0.00
C -1.755 7.326 -2.576 0.02 0.01 0.11 0.00
C 3.881 2.926 -1.207 0.02 0.10 -0.04 0.00
N -0.986 -2.693 1.719 0.09 -0.22 -0.09 0.00
N 0.439 -3.385 -1.426 -0.01 0.07 -0.28 0.16
H -2.311 7.313 -5.917 0.00 -0.02 0.04 0.00
C 2.807 2.047 -1.204 -0.10 -0.16 -0.11 0.00
H 0.284 0.634 -5.663 0.01 -0.01 0.04 0.00
C -2.135 6.928 -4.920 -0.01 -0.02 -0.10 0.00
H 1.101 -2.983 8.340 -0.07 0.03 -0.02 0.00
C 2.144 2.130 3.482 0.04 0.09 0.00 0.00
C -2.375 2.644 -3.799 0.05 0.09 0.24 0.00
N -0.969 1.832 -2.248 -0.32 -0.16 -0.16 0.00

2.
14
Properties=species:S:1:pos:R:3:forces:R:3:mulliken_charge:R:1 method="wB97M-V/def2-TZVPD" charge=-1 lumo_energy_ev=3.890 orbital_gap_ha=0.2694 e_tot_ev=-18162.675 de_lowest_kcal_mol=2.3 e_homo_ha=-0.1265
O 1.601 2.294 0.186 0.34 1.24 -0.70 -0.69
H 1.289 1.837 -0.601 -0.12 -0.10 -0.64 0.38
H 1.564 0.095 -2.070 0.22 -0.14 -0.03 0.30
H 0.425 -0.441 1.249 -0.09 -0.33 -0.43 0.23
H -2.779 -0.195 -0.687 -0.37 0.35 -0.59 0.24
H -2.761 -0.605 0.968 -0.42 -0.15 0.87 0.25
O 1.077 0.019 1.826 0.09 -0.17 0.78 -0.67
S -0.836 -1.509 -0.187 -0.02 0.21 0.22 -0.67
H 1.083 -0.533 2.624 0.04 0.32 -0.36 0.24
H 0.219 -0.026 -1.363 0.03 -0.07 -0.23 0.24
H 1.425 1.647 0.844 -0.12 -0.97 1.37 0.38
H -1.712 0.717 0.411 -0.20 -0.17 -0.04 0.23
O 0.757 0.591 -1.938 -0.28 0.11 0.12 -0.74
C -2.143 -0.263 0.172 0.90 -0.15 -0.36 -0.72

3.
15
Properties=species:S:1:pos:R:3:forces:R:3:mulliken_charge:R:1 method="wB97M-V/def2-TZVPD" charge=0 lumo_energy_ev=-0.358 smiles="C=C(F)[C@H](O)C(C)=S" orbital_gap_ha=0.3071 e_tot_ev=-20893.654 de_lowest_kcal_mol=102.0 e_homo_ha=-0.3203
F -0.885 0.650 1.837 -0.72 0.28 0.51 -0.22
H 1.173 0.986 0.600 0.26 0.23 -0.79 0.46
H -2.531 2.668 0.510 1.44 -2.63 -1.72 0.28
H -1.244 -0.495 -1.893 2.52 -2.52 1.99 0.20
C -1.828 1.867 -0.075 1.25 1.21 2.56 -0.76
H -1.458 2.169 -1.135 -1.99 0.60 2.24 0.31
C 0.599 -0.870 -0.400 -2.65 1.41 0.95 0.37
H -0.947 -2.494 -1.479 2.10 3.51 0.83 0.28
H -0.682 1.339 -1.329 3.48 -0.38 -2.06 0.11
C -0.347 -1.347 -1.465 -3.02 -1.14 -4.48 -0.75
S 1.436 -1.694 0.668 0.70 -0.91 0.12 -0.26
O 0.359 1.252 -1.384 -1.96 1.14 -0.30 -0.59
H 0.179 -1.390 -2.504 -0.36 -0.04 1.85 0.26
C 0.410 0.686 -0.140 -0.18 -2.07 0.86 -0.25
C -0.896 1.071 0.595 -0.86 1.32 -2.57 0.56

4.
81
Properties=species:S:1:pos:R:3:forces:R:3:mulliken_charge:R:1 method="wB97M-V/def2-TZVPD" charge=+3 lumo_energy_ev=-12.021 orbital_gap_ha=0.1266 e_tot_ev=-105466.588 de_lowest_kcal_mol=0.0 e_homo_ha=-0.5684
H 1.502 -2.150 0.651 0.00 0.00 -0.03 0.39
Cl -0.372 4.961 0.326 -0.08 -0.01 0.02 -0.09
H -3.030 -3.941 2.295 0.00 -0.02 0.00 0.48
H 4.267 -7.789 0.329 0.00 0.01 0.00 0.38
C -1.777 -1.026 3.474 -0.03 0.04 0.01 -0.12
C 1.232 0.224 2.161 -0.15 -0.09 -0.15 0.20
C 1.439 -6.818 -1.223 0.08 -0.11 0.31 0.12
H -3.637 3.725 -2.697 0.01 0.03 -0.02 0.55
H -3.061 5.787 0.829 0.01 0.02 0.01 0.54
O 1.654 0.223 3.389 -0.12 0.11 0.06 -0.46
C 3.269 -7.170 -2.691 0.10 -0.01 -0.12 -0.42
C 2.268 -7.176 -0.168 -0.08 -0.01 -0.08 -0.08
S -0.284 -6.435 -0.941 0.05 0.17 -0.31 -0.09
C -3.681 -2.961 4.085 0.01 0.01 -0.03 -0.63
O 1.490 0.870 -3.624 -0.06 -0.04 -0.08 -0.46
N -0.106 0.347 -2.150 0.26 -0.19 -0.04 0.47
H 3.698 -7.195 -3.687 -0.02 0.00 0.00 0.37
C -3.007 1.939 0.366 -0.15 -0.21 -0.11 1.18
H 0.037 1.532 -4.948 0.00 -0.02 0.03 0.41
C -3.484 2.761 -3.167 -0.05 -0.02 -0.01 -0.77
C 1.117 0.702 -2.392 -0.09 -0.18 0.11 0.35
C 0.300 0.598 -4.457 0.06 0.11 0.01 -0.53
H 5.071 1.770 -0.066 0.00 0.04 0.00 0.51
N 1.521 0.401 -0.135 -0.20 0.66 0.16 0.75
H -1.316 -2.254 1.775 0.02 0.00 -0.01 0.52
C 4.055 1.398 -0.083 -0.01 -0.03 0.00 -0.71
C -1.240 -3.914 -1.304 -0.08 0.00 0.13 -1.22
H -2.459 -0.036 5.263 0.03 0.01 0.03 0.48
N 4.087 -7.487 -1.694 -0.07 0.03 0.01 -0.50
H 3.790 1.717 -2.210 0.04 -0.06 -0.02 0.66
H 1.649 -4.572 0.335 0.01 -0.01 0.01 0.57
C 0.812 -4.028 -0.080 0.08 0.01 -0.16 -1.12
C 0.478 -0.113 4.218 0.06 -0.04 0.02 -0.54
C -4.196 2.545 0.612 0.05 0.05 0.03 -0.90
H -0.937 -0.958 -3.541 0.00 0.04 -0.08 0.58
C 1.935 -6.829 -2.517 -0.09 0.06 0.04 -0.11
C -3.510 -1.866 4.922 0.00 -0.02 0.00 -0.71
H 0.463 0.581 5.053 0.00 -0.01 -0.02 0.36
C -3.068 0.324 -4.432 0.01 -0.06 0.14 -0.53
C -1.945 -2.125 2.644 0.08 -0.03 0.04 0.37
C 3.448 0.999 1.106 0.00 -0.06 -0.09 -0.70
H 0.619 -1.132 4.573 0.00 0.01 -0.04 0.39
Cl -5.650 4.723 1.114 0.08 -0.03 -0.03 -0.04
H -4.418 -3.715 4.324 -0.01 -0.02 0.01 0.45
C -3.015 4.714 0.703 0.07 0.00 -0.02 -0.66
C 2.150 0.523 1.039 -0.10 -0.13 -0.07 0.02
C 3.587 -7.498 -0.464 0.07 -0.04 0.10 -0.40
C -2.300 2.069 -2.965 0.06 -0.01 -0.12 -0.07
H -5.125 1.994 0.664 0.00 -0.01 0.00 0.57
Cl -2.907 0.229 0.101 -0.03 0.18 0.10 -0.29
H -1.509 2.510 -2.370 0.01 0.01 0.01 0.59
O -0.655 2.064 0.101 -0.39 -0.64 0.15 -0.01
Ru -0.447 0.107 -0.107 0.02 1.24 -0.02 0.65
H -4.995 0.627 -5.317 -0.02 -0.01 0.02 0.46
C -0.718 0.023 3.251 0.05 0.06 -0.03 -0.51
H -4.107 -1.770 5.819 -0.02 0.01 -0.01 0.45
H 1.900 -7.231 0.848 -0.01 0.00 0.01 0.49
H 3.958 1.071 2.057 0.00 0.02 0.02 0.69
C -4.462 2.238 -4.005 0.01 -0.01 0.03 -0.71
C -0.201 -4.697 -0.780 -0.03 -0.06 0.10 0.56
C 3.358 1.351 -1.289 0.02 0.01 0.06 -0.60
C 0.738 -2.669 0.088 -0.03 0.00 -0.04 -0.51
N -0.284 -1.925 -0.385 0.08 0.09 -0.08 0.84
H -2.914 -0.628 -4.926 0.02 0.00 -0.03 0.47
H -1.173 1.014 3.360 0.01 -0.03 0.04 0.52
H 1.305 -6.598 -3.364 0.00 0.00 -0.01 0.43
H -5.382 2.780 -4.172 0.00 0.02 -0.02 0.46
C -4.193 3.952 0.793 0.00 -0.12 -0.01 0.47
C -1.248 -2.559 -1.084 -0.02 -0.08 0.10 -0.40
C -2.092 0.840 -3.587 0.01 0.09 0.00 0.27
C -2.570 -0.896 4.613 -0.02 0.02 -0.09 -0.72
C -0.776 0.120 -3.449 -0.02 -0.07 0.00 -0.66
H -2.034 -4.368 -1.880 -0.02 -0.01 0.01 0.56
C -1.820 4.092 0.454 0.04 0.16 0.02 0.48
C 2.071 0.845 -1.270 -0.04 -0.26 -0.02 -0.14
C -1.766 2.658 0.297 0.25 -0.09 -0.15 -0.89
H -2.051 -1.945 -1.474 0.02 -0.01 -0.03 0.54
C -4.247 1.025 -4.645 -0.05 0.04 0.02 -0.74
N -0.033 0.034 1.928 0.34 -0.46 0.14 0.90
C -2.902 -3.085 2.945 -0.05 -0.01 0.03 -0.78
H 0.587 -0.148 -5.192 0.01 0.01 0.02 0.34

| no. | M (g/mol) |
| --- | --- |
| 1 | 1057.27 |
| 2 | 101.15 |
| 3 | 134.17 |
| 4 | 855.19 |